Entry from OMol25: a 12-piece molecular cluster, C40H88O25S7 overall at a distorted geometry (wB97M-V/def2-TZVPD).

LUMO   0.12 eV
Gap between HOMO and LUMO   8.6285 eV
Electronic energy   -6245.074847 Eh

Element x y z (Å)
O1 -4.09549 0.82066 -3.19156
O2 4.08591 3.14989 -1.48673
O3 -2.61586 0.10759 4.39972
H1 5.68142 -3.79715 0.73180
S1 0.49883 2.84458 -3.31521
H2 2.25565 -0.82494 0.71184
C1 6.39205 0.79121 -2.73828
C2 7.81357 -2.04864 0.75906
O4 1.13160 -4.89802 -1.97363
H3 7.82294 -3.95610 1.75477
H4 -2.07838 0.03728 8.00319
O5 -0.68767 -2.03984 -5.54882
H5 1.70267 0.62891 0.03640
O6 0.70932 2.33096 2.86302
O7 -3.98102 -1.24196 5.57782
H6 1.80666 3.34378 -0.40016
C3 2.57715 3.50083 0.36750
H7 0.55319 1.99980 6.35563
C4 -3.34845 -0.42262 -3.30416
C5 -4.07331 -2.55398 -0.10780
H8 6.90807 0.13043 -2.09533
H9 -4.13287 -1.45158 -0.16592
H10 2.18769 3.17077 1.33707
H11 -2.40867 7.62007 -1.13256
H12 -4.94288 2.99109 0.03090
C6 4.70046 2.40104 -2.38593
H13 -3.26491 -1.93597 -4.86052
C7 6.90889 -0.80572 0.91606
C8 -1.24751 3.14423 -3.43299
H14 0.06738 -4.39772 -5.75749
H15 -0.89979 0.92939 -0.49736
H16 -0.64988 -1.71929 -3.00975
H17 -6.23815 1.88366 -0.35454
O8 -6.39722 -3.78060 -0.13644
H18 7.62077 -2.52107 2.86135
O9 5.35741 1.32897 -1.88421
C9 -1.23297 9.33937 -0.39917
H19 -2.21174 0.22138 0.26574
H20 -4.18300 -4.78216 -2.59590
S2 5.22037 -1.50662 1.17799
C10 -2.81413 -3.21683 -0.64254
C11 1.60633 -2.26603 3.82202
H21 -0.19066 0.01890 -2.95045
H22 -2.30629 -0.18268 -3.16358
C12 -1.17256 0.47093 0.46414
C13 -2.97126 -0.14939 7.38292
H23 -3.40982 -0.29688 -5.48744
O10 -0.46485 0.43096 -5.46798
C14 -2.95705 -1.44365 6.56700
H24 0.30332 4.92706 -2.31632
C15 5.80483 -3.13748 1.61894
C16 -4.32236 1.25268 -1.95031
H25 -4.08892 -2.82427 0.95416
O11 -0.90983 -4.59277 -2.82104
H26 -6.29687 3.50187 -0.89077
H27 -4.50570 1.46229 3.10787
H28 -0.82790 9.44085 0.58928
H29 6.92135 -0.09669 0.11122
O12 -1.45209 5.24503 1.32808
H30 -5.35395 0.32735 1.97341
H31 2.51893 -4.19932 0.46439
H32 -3.24392 -2.31807 7.15343
H33 1.83199 -1.00858 -1.95743
S3 -5.36877 -3.32139 -1.01697
H34 7.06019 -0.26481 1.84391
S4 -0.14062 2.45801 4.09155
H35 2.83844 4.57761 0.36542
H36 -1.82731 3.43781 2.16984
C17 -4.53836 0.47302 2.66169
H37 -3.13403 0.70544 6.73976
C18 3.78189 2.69790 -0.17674
C19 1.81140 -0.78591 -5.46101
H38 -2.47500 -2.85240 -1.57664
H39 5.11304 -3.47618 2.41954
H40 3.45323 1.62905 -0.30647
H41 -4.81590 -1.06177 -4.77046
H42 -1.35783 3.65749 -4.41867
H43 1.54597 3.76294 4.83079
S5 0.01350 -0.87355 -5.10397
H44 1.64968 1.35060 5.10896
H45 -3.82526 -0.21338 8.03829
O13 4.43403 -1.58257 -0.08453
C20 0.45236 3.97940 4.69589
H46 -3.67028 0.33480 2.05885
C21 1.82965 -5.07153 0.31643
H47 -3.14035 8.47514 0.17662
O14 0.79939 -5.25833 -4.04445
H48 -1.60586 10.32485 -0.67679
O15 0.64254 2.15578 -1.97761
H49 0.01524 4.26900 5.65761
C22 -5.61825 2.69295 -0.74150
H50 0.12511 0.52679 5.49634
O16 -5.01084 2.37364 -1.94708
H51 1.12743 -1.32326 3.54714
H52 -2.04515 -2.99448 0.08532
C23 -1.59876 5.98243 0.26774
C24 0.02757 -5.34555 -5.21569
H53 1.96445 -0.00478 -6.18177
C25 -3.72464 -0.95992 -4.69557
O17 -5.69761 -2.51743 -2.19268
C26 -2.20898 8.18687 -0.25443
S6 0.57137 -3.19214 5.03478
O18 -4.04244 0.61974 -0.94833
H54 1.30242 -5.33397 1.23465
C27 7.36952 -2.96253 1.90260
O19 -1.55294 7.25491 0.69128
H55 1.74769 -2.40848 -2.99522
O20 4.70546 2.71439 -3.56373
H56 4.72657 2.77363 0.41221
O21 0.27591 -2.24059 6.10523
C28 -1.58828 3.77581 1.14889
C29 1.60006 -1.29902 -3.01337
C30 2.39074 -0.55399 -3.98462
O22 -0.30547 -1.90213 1.46618
H57 -1.15545 -2.42960 3.64486
C31 1.03140 4.49302 -2.98036
H58 -2.32606 -5.23198 -1.12353
H59 1.22343 0.31602 1.75244
H60 7.63309 -2.58029 -0.20228
H61 1.82958 -2.87267 2.94267
H62 0.27046 -3.70718 -0.48225
H63 -3.40932 -5.09724 0.37078
H64 -0.98003 -5.62564 -5.07031
C32 -3.63741 -0.53724 4.52928
H65 0.29715 4.72989 3.93066
H66 1.23448 5.05422 -3.85608
H67 -0.12262 -5.45102 -0.41003
H68 2.13649 -1.73020 -5.94254
H69 -1.74672 -3.83419 4.63435
H70 -2.02962 -1.62127 6.03408
O23 4.67045 -0.84347 2.29887
C33 -4.41473 -4.83463 -1.54035
H71 3.43096 -0.85317 -3.95545
C34 1.43721 -0.11668 0.76886
O24 -1.72077 5.62247 -0.88607
H72 -4.96819 -5.73631 -1.40998
H73 2.35188 -5.98099 0.05246
C35 0.11883 -0.98076 -3.31048
H74 -0.39189 9.11726 -1.05694
H75 -0.93960 0.89919 1.41810
H76 -0.62429 3.37842 0.80011
C36 -3.16496 -4.67880 -0.70436
H77 -1.64160 3.78546 -2.65043
C37 -0.94597 -3.37743 4.08306
H78 1.94997 4.33631 -2.36666
S7 -0.12228 -0.96553 0.29598
H79 -0.57835 -4.01863 3.27021
H80 6.97846 1.60269 -3.20260
H81 0.56735 -6.10587 -5.82836
H82 2.56032 -2.01534 4.26286
O25 -4.61768 -0.60734 3.60983
C38 0.60880 1.48826 5.37634
H83 -1.72524 2.20168 -3.59878
H84 8.82770 -1.74195 0.94705
H85 5.97174 0.23799 -3.53190
H86 -2.43253 3.63145 0.45290
H87 -3.78954 -1.05708 -2.53762
C39 0.25768 -4.85153 -2.94083
H88 2.32085 0.54454 -3.75775
C40 0.68374 -4.72189 -0.61348

Atomic partial charges in e from the Mulliken method, atoms 1 to 99: -0.62, -0.33, -0.35, 0.35, 0.73, 0.16, -0.67, -0.48, -0.31, 0.33, 0.30, -0.65, -0.88, -0.43, -0.41, -0.36, -0.40, 0.45, 2.43, -0.37, 0.10, -0.44, 0.03, 0.30, 0.13, 0.62, 0.26, -0.68, -0.48, 0.20, -0.54, -0.49, 0.28, -0.72, 0.35, -0.01, -1.14, -1.02, 0.40, 1.45, 1.60, 0.08, -0.81, -0.89, 1.55, -1.15, 0.46, -0.70, 0.45, -0.10, -0.84, 0.67, 0.59, -0.43, 0.36, 0.38, 0.30, 0.01, -0.42, 0.26, 0.05, 0.34, -0.98, 1.11, 0.42, 0.89, 0.47, -0.05, -0.28, 0.25, 0.58, -1.01, -0.22, 0.42, -0.33, 0.36, 0.55, 0.34, 1.19, 0.40, 0.37, -0.55, -1.25, -0.07, -1.39, 0.31, -0.42, 0.37, -0.90, 0.41, -0.63, 0.03, -0.43, -0.39, -0.73, 0.77, -0.61, 0.47, -1.89